# 1
24
Properties=species:S:1:pos:R:3:nbo_charge:R:1 method="wB97M-V/def2-TZVPD" e_tot_ha=-611.37763 e_above_lowest_kcal_mol=128.6 orbital_gap_ev=10.171 total_charge=0
O -0.303 1.087 -2.098 -0.8948
H -1.209 0.905 -1.683 0.4577
H 0.213 0.991 -1.298 0.4465
O 1.083 -0.925 2.911 -0.9313
H 0.432 -0.117 2.986 0.4625
H 0.533 -1.560 3.353 0.4749
O 2.764 -1.597 1.863 -0.9286
H 3.554 -1.874 2.372 0.4721
H 3.142 -0.828 1.445 0.4757
O 0.301 -2.244 1.364 -0.9734
H -0.035 -1.362 1.537 0.4612
H 1.104 -2.217 1.827 0.4864
O 2.944 1.757 -0.807 -0.9412
H 2.080 2.238 -0.650 0.4675
H 2.784 0.878 -1.135 0.4754
O -1.963 -2.863 0.053 -0.9418
H -1.227 -3.440 0.241 0.4855
H -1.552 -2.267 -0.627 0.4564
O -1.083 2.435 0.507 -0.9207
H -0.363 3.067 0.347 0.4671
H -0.981 1.847 -0.237 0.4427
O -3.925 2.236 -4.438 -0.9166
H -4.040 2.482 -3.489 0.4588
H -4.253 1.371 -4.344 0.4578


# 2
24
Properties=species:S:1:pos:R:3:nbo_charge:R:1 method="wB97M-V/def2-TZVPD" e_tot_ha=-611.50523 e_above_lowest_kcal_mol=48.6 orbital_gap_ev=10.433 total_charge=0
O -1.153 0.391 2.830 -0.9480
H -1.113 -0.563 2.979 0.4757
H -2.093 0.606 2.860 0.4789
O 2.871 -0.435 -0.764 -0.9720
H 2.051 -0.554 -0.256 0.4976
H 2.603 -0.570 -1.679 0.4689
O -1.709 1.265 -1.691 -0.9629
H -2.186 2.056 -1.412 0.4854
H -1.677 1.317 -2.654 0.4851
O -3.175 -1.765 -2.346 -0.9417
H -3.630 -1.279 -3.042 0.4623
H -2.535 -1.138 -1.982 0.4791
O 1.847 2.244 0.508 -0.9651
H 2.523 1.688 0.083 0.4972
H 1.286 2.541 -0.216 0.4675
O 0.103 -0.322 0.094 -0.9909
H -0.540 0.175 -0.429 0.4970
H -0.099 -0.103 1.016 0.4900
O -0.010 -3.050 -1.339 -0.9442
H -0.021 -2.866 -0.392 0.4758
H -0.559 -3.834 -1.453 0.4681
O 2.793 1.368 3.037 -0.9499
H 2.083 1.285 2.380 0.4848
H 2.341 1.543 3.869 0.4613


# 3
24
Properties=species:S:1:pos:R:3:nbo_charge:R:1 method="wB97M-V/def2-TZVPD" e_tot_ha=-611.51065 e_above_lowest_kcal_mol=45.2 orbital_gap_ev=11.243 total_charge=0
O -21.807 14.274 -21.792 -0.9645
H -22.755 14.385 -21.718 0.4576
H -21.442 15.086 -21.440 0.4919
O -18.172 16.692 -21.691 -0.9530
H -17.879 15.781 -21.665 0.4485
H -19.099 16.653 -21.453 0.4909
O -19.796 17.009 -18.300 -0.9783
H -19.771 17.378 -17.417 0.4835
H -19.029 16.438 -18.343 0.4973
O -20.918 16.782 -20.771 -1.0049
H -20.536 16.782 -19.893 0.5081
H -21.471 17.563 -20.792 0.5026
O -22.278 20.352 -20.172 -0.9557
H -21.565 20.451 -20.803 0.4933
H -22.960 19.884 -20.653 0.4515
O -23.835 17.081 -20.707 -0.9479
H -23.898 16.234 -20.265 0.4762
H -24.413 17.657 -20.205 0.4724
O -20.828 20.040 -22.451 -0.9535
H -21.611 19.686 -22.873 0.4748
H -20.099 19.615 -22.902 0.4909
O -18.220 14.915 -19.000 -0.9404
H -18.505 14.653 -19.876 0.4789
H -17.336 15.257 -19.127 0.4798


# 4
24
Properties=species:S:1:pos:R:3:nbo_charge:R:1 method="wB97M-V/def2-TZVPD" e_tot_ha=-611.41978 e_above_lowest_kcal_mol=102.2 orbital_gap_ev=10.069 total_charge=0
O -0.244 0.167 -0.480 -0.9128
H 0.576 0.360 -0.045 0.4562
H -0.628 -0.519 0.151 0.4471
O -2.779 0.504 3.933 -0.9425
H -3.031 -0.098 4.620 0.4689
H -1.892 0.857 4.182 0.4736
O 2.077 -2.102 3.747 -0.9145
H 1.910 -1.312 3.227 0.4561
H 2.952 -1.964 3.922 0.4584
O 0.834 0.296 -4.231 -0.9376
H 0.378 0.214 -3.373 0.4750
H 0.349 1.003 -4.628 0.4626
O 0.984 -3.760 0.001 -0.9381
H 0.334 -3.234 0.410 0.4639
H 1.761 -3.809 0.601 0.4742
O -0.145 1.976 -1.452 -0.9366
H -0.877 2.646 -1.203 0.4810
H 0.693 2.425 -1.417 0.4653
O -2.208 -0.323 -5.191 -0.9431
H -2.169 -1.252 -4.942 0.4744
H -2.026 0.202 -4.378 0.4683
O 1.260 3.024 3.291 -0.9419
H 1.643 3.875 3.172 0.4737
H 1.798 2.363 2.759 0.4686


# 5
24
Properties=species:S:1:pos:R:3:nbo_charge:R:1 method="wB97M-V/def2-TZVPD" e_tot_ha=-611.50777 e_above_lowest_kcal_mol=47.0 orbital_gap_ev=10.339 total_charge=0
O 18.593 -2.999 -14.719 -0.9682
H 18.231 -2.667 -15.544 0.4614
H 17.829 -3.345 -14.230 0.4940
O 14.132 -3.950 -14.935 -0.9523
H 14.827 -3.749 -14.300 0.4779
H 14.575 -4.481 -15.602 0.4723
O 15.261 -2.749 -9.358 -0.9587
H 15.043 -3.478 -9.954 0.4820
H 14.642 -2.821 -8.628 0.4653
O 14.343 -4.521 -11.493 -0.9692
H 13.572 -3.985 -11.713 0.5010
H 13.989 -5.366 -11.199 0.4931
O 17.350 -6.793 -14.795 -0.9587
H 17.095 -7.714 -14.893 0.4623
H 18.007 -6.783 -14.083 0.4867
O 16.732 -4.249 -13.026 -0.9844
H 17.108 -5.123 -12.882 0.4879
H 15.948 -4.213 -12.458 0.4952
O 19.242 -6.141 -12.785 -0.9652
H 20.156 -6.352 -12.996 0.4895
H 19.282 -5.687 -11.938 0.4879
O 15.631 -0.980 -13.048 -0.9416
H 16.075 -0.148 -12.860 0.4712
H 15.918 -1.566 -12.340 0.4705


# 6
24
Properties=species:S:1:pos:R:3:nbo_charge:R:1 method="wB97M-V/def2-TZVPD" e_tot_ha=-611.50412 e_above_lowest_kcal_mol=49.3 orbital_gap_ev=10.956 total_charge=0
O -1.601 3.139 0.797 -0.9398
H -1.392 2.286 0.548 0.4807
H -2.325 3.268 0.225 0.4544
O 0.919 -0.127 -2.062 -0.9551
H 1.808 -0.145 -1.721 0.4973
H 0.893 0.377 -2.880 0.4947
O 1.591 2.217 -0.263 -0.9690
H 1.992 1.670 0.395 0.4770
H 1.735 3.144 0.026 0.4744
O 0.517 -1.292 1.590 -0.9754
H -0.044 -1.856 1.105 0.4879
H 1.385 -1.696 1.475 0.4763
O 2.308 0.710 2.085 -0.9540
H 1.969 1.562 2.364 0.4682
H 1.476 0.289 1.891 0.4914
O -1.026 -3.280 0.297 -0.9668
H -1.581 -2.696 -0.197 0.4917
H -0.248 -3.441 -0.195 0.4590
O -2.297 -1.732 -1.370 -0.9632
H -1.727 -1.947 -2.130 0.4808
H -2.108 -0.863 -1.053 0.4989
O -0.988 0.412 -0.293 -0.9903
H -0.946 -0.260 0.346 0.4736
H -0.312 0.262 -0.978 0.5075


# 7
24
Properties=species:S:1:pos:R:3:nbo_charge:R:1 method="wB97M-V/def2-TZVPD" e_tot_ha=-611.34612 e_above_lowest_kcal_mol=148.4 orbital_gap_ev=9.465 total_charge=0
O 0.337 -0.093 1.555 -0.9240
H 0.579 -0.483 2.390 0.4526
H -0.204 -0.893 1.201 0.4670
O -2.033 0.080 1.613 -0.9215
H -1.888 -0.755 1.208 0.4375
H -1.379 0.244 2.341 0.4832
O 0.556 -1.924 -0.747 -0.8914
H 0.153 -2.723 -0.777 0.4417
H 1.324 -2.135 -0.283 0.4703
O -3.349 -4.112 -1.364 -0.9306
H -3.687 -4.908 -0.902 0.4741
H -2.493 -3.958 -1.096 0.4568
O -0.872 1.279 -0.435 -0.9390
H -0.896 0.279 -0.552 0.4636
H -0.299 1.690 -1.039 0.4714
O 3.177 3.509 0.288 -0.9398
H 3.192 3.498 1.278 0.4717
H 3.220 2.586 -0.016 0.4685
O 0.244 3.111 0.965 -0.9345
H -0.475 3.600 1.333 0.4607
H 0.258 2.305 1.502 0.4746
O 1.763 -1.269 -2.059 -0.9119
H 1.751 -2.135 -2.350 0.4541
H 2.266 -0.852 -2.776 0.4449


# 8
25
Properties=species:S:1:pos:R:3:nbo_charge:R:1 method="wB97M-V/def2-TZVPD" e_tot_ha=-591.28391 e_above_lowest_kcal_mol=232.3 orbital_gap_ev=3.432 total_charge=0
N 0.056 -2.013 1.175 -1.0564
H -0.698 0.519 -0.601 0.1044
H -0.855 -1.542 1.161 0.3674
H 0.159 -2.457 2.078 0.3874
H 1.602 0.461 1.667 0.4746
H 1.210 -0.794 0.892 0.4941
O 1.972 -0.136 1.002 -0.9781
H -0.128 -2.683 0.424 0.4197
H -1.121 -4.287 -1.579 0.4493
O -0.703 -3.732 -0.908 -0.8606
H -1.091 4.257 1.258 0.4745
H -0.445 3.099 0.515 0.4948
O -0.727 3.380 1.430 -1.0007
H 1.093 -0.080 -1.854 0.5063
H 1.771 0.673 -0.640 0.5224
O 1.557 0.751 -1.604 -0.8634
H -1.219 1.541 2.136 0.5053
H -1.129 0.478 1.137 0.4283
O -1.406 0.586 2.058 -0.9172
H -0.337 -1.112 -1.763 0.4524
H 0.192 -2.621 -1.819 0.5164
O 0.258 -1.717 -2.208 -0.9300
H 0.288 1.576 -1.204 0.4466
H -0.436 3.075 -1.739 0.4804
O 0.135 2.777 -1.014 -0.9178


# 9
26
Properties=species:S:1:pos:R:3:nbo_charge:R:1 method="wB97M-V/def2-TZVPD" e_tot_ha=-687.31896 e_above_lowest_kcal_mol=83.6 orbital_gap_ev=9.575 total_charge=-1
O 0.089 0.661 -3.509 -1.0160
H 1.233 -0.710 2.671 0.5049
H -0.338 -1.072 1.068 0.4615
O 2.255 2.790 -1.359 -1.0038
H 0.334 1.860 0.106 0.4717
O -2.744 -2.604 1.208 -0.9643
H -3.323 -1.859 0.824 0.4795
H -2.328 -3.111 0.543 0.4844
O 0.769 0.958 0.301 -1.1717
H -0.854 1.420 1.687 0.4990
H 0.353 0.286 1.520 0.4915
O -0.209 -0.622 1.817 -1.0255
H 1.019 0.590 -3.562 0.4555
H 0.653 -0.089 -0.786 0.5438
O -0.905 2.414 1.909 -0.9639
H 1.540 -1.056 -1.798 0.4665
H 1.697 3.007 -2.115 0.4628
O 1.738 -0.067 3.241 -0.9839
H 1.393 0.764 3.111 0.4422
H 1.734 2.122 -0.758 0.5075
O -1.600 -2.519 -1.683 -0.9570
H -1.798 -2.944 -2.368 0.4325
H -0.593 -2.396 -1.769 0.5069
O 0.580 -0.916 -1.705 -1.1016
H -0.221 2.430 2.637 0.4554
H -0.273 -0.010 -2.781 0.5221


# 10
28
Properties=species:S:1:pos:R:3:nbo_charge:R:1 method="wB97M-V/def2-TZVPD" e_tot_ha=-3441.56235 e_above_lowest_kcal_mol=11.7 orbital_gap_ev=10.532 total_charge=0
Kr -0.367 -0.861 -0.349 0.0013
O -2.196 1.043 2.115 -0.9369
H -1.430 1.031 1.542 0.4693
H -1.838 0.939 2.997 0.4649
O 2.673 -2.435 -0.457 -0.9791
H 2.983 -3.174 -0.982 0.4904
H 2.671 -1.694 -1.063 0.4966
O -4.205 -0.348 -2.259 -0.9599
H -3.481 0.260 -2.109 0.4910
H -4.678 0.021 -3.005 0.4540
O -2.827 1.847 -1.404 -0.9759
H -3.560 2.434 -1.588 0.4735
H -2.489 2.142 -0.558 0.5074
O 1.672 -3.535 2.641 -0.9323
H 1.714 -4.441 2.336 0.4649
H 1.563 -3.018 1.843 0.4675
O -1.043 3.360 0.281 -0.9669
H -0.457 3.573 -0.445 0.4689
H -0.536 2.765 0.834 0.4933
O 1.931 -1.151 -3.148 -0.9571
H 1.729 -0.253 -3.409 0.4792
H 1.169 -1.659 -3.427 0.4812
O 0.847 1.807 1.721 -0.9895
H 1.383 1.036 1.539 0.5015
H 0.837 1.873 2.676 0.4801
O 2.452 -0.456 1.560 -0.9569
H 3.090 0.114 1.130 0.4709
H 2.391 -1.221 0.988 0.4985


What did the seventh record say?
24
Properties=species:S:1:pos:R:3:nbo_charge:R:1 method="wB97M-V/def2-TZVPD" e_tot_ha=-611.34612 e_above_lowest_kcal_mol=148.4 orbital_gap_ev=9.465 total_charge=0
O 0.337 -0.093 1.555 -0.9240
H 0.579 -0.483 2.390 0.4526
H -0.204 -0.893 1.201 0.4670
O -2.033 0.080 1.613 -0.9215
H -1.888 -0.755 1.208 0.4375
H -1.379 0.244 2.341 0.4832
O 0.556 -1.924 -0.747 -0.8914
H 0.153 -2.723 -0.777 0.4417
H 1.324 -2.135 -0.283 0.4703
O -3.349 -4.112 -1.364 -0.9306
H -3.687 -4.908 -0.902 0.4741
H -2.493 -3.958 -1.096 0.4568
O -0.872 1.279 -0.435 -0.9390
H -0.896 0.279 -0.552 0.4636
H -0.299 1.690 -1.039 0.4714
O 3.177 3.509 0.288 -0.9398
H 3.192 3.498 1.278 0.4717
H 3.220 2.586 -0.016 0.4685
O 0.244 3.111 0.965 -0.9345
H -0.475 3.600 1.333 0.4607
H 0.258 2.305 1.502 0.4746
O 1.763 -1.269 -2.059 -0.9119
H 1.751 -2.135 -2.350 0.4541
H 2.266 -0.852 -2.776 0.4449